Entry 1:
87
Properties=species:S:1:pos:R:3 method="wB97M-V/def2-TZVPD" total_energy_ev=-79094.5855 charge=-1 gap_ev=8.55 largest_force_ev_per_a=1.5
P 5.5247 14.4412 21.9733
F 6.3235 13.5692 23.0893
F 6.9654 14.8262 21.3542
F 5.4292 13.1863 20.9650
F 4.7873 15.3853 20.9062
F 4.1306 13.9736 22.6494
F 5.5581 15.7406 22.9679
C 6.9063 19.0337 25.2584
O 8.0997 18.8326 25.0835
N 5.8563 18.3845 24.6567
N 6.4627 19.8750 26.2358
H 4.9811 18.8174 24.8715
H 5.9235 17.6869 23.9379
H 7.1808 20.4214 26.6733
H 5.4953 19.9405 26.4842
C 3.1437 10.6742 19.5350
O 2.7407 9.9178 18.6594
N 3.1153 12.0359 19.4101
N 3.8004 10.2079 20.6385
H 2.4979 12.4365 18.7321
H 3.6131 12.5531 20.1109
H 3.9536 9.2187 20.5808
H 4.0180 10.8024 21.4160
C 9.3024 15.4684 24.8657
O 9.9258 14.4111 24.7920
N 9.8015 16.5706 25.4744
N 8.1620 15.6549 24.1501
H 10.7191 16.4481 25.8622
H 9.3680 17.4829 25.5281
H 7.6229 16.4907 24.2475
H 7.8406 14.8483 23.6502
C 2.0448 17.1438 22.9665
O 1.1886 18.0199 22.9928
N 3.2729 17.3345 23.5435
N 1.8072 15.9322 22.3937
H 4.0343 16.6881 23.4044
H 3.3071 18.0713 24.2144
H 0.8563 15.6410 22.2744
H 2.5314 15.2338 22.4083
C 6.7913 13.3042 17.4961
O 7.0995 13.6116 16.3467
N 6.4931 14.2933 18.3823
N 6.6886 12.0374 17.9786
H 6.5689 15.2200 18.0085
H 6.2117 14.1588 19.3383
H 6.3210 11.9642 18.9115
H 6.6815 11.2498 17.3614
C 10.2215 12.7292 20.8419
O 11.0031 12.1602 20.1006
N 10.2458 12.6306 22.2038
N 9.3115 13.6574 20.4168
H 10.8759 11.9661 22.6126
H 9.6899 13.1485 22.8632
H 9.3175 13.9756 19.4652
H 8.5701 14.0459 20.9823
C 6.6169 9.4182 22.8005
O 7.4701 9.6686 21.9769
N 6.1480 8.1362 23.0099
N 5.9395 10.3695 23.5166
H 6.3831 7.4451 22.3247
H 5.4875 7.9670 23.7434
H 5.1949 10.0952 24.1245
H 5.9758 11.3250 23.2065
C 3.2316 11.1047 25.8814
C 2.3109 11.4374 24.7094
C 1.6726 12.8045 24.9406
O 3.0412 11.4429 23.4691
H 4.0072 10.3896 25.6126
H 2.7351 10.5253 26.6678
H 3.6524 12.0146 26.3031
H 1.4902 10.7386 24.5468
H 1.0243 13.0726 24.1028
H 2.4092 13.6131 24.9727
H 1.0882 12.7826 25.8604
H 3.4352 12.3208 23.4007
C 7.0261 16.3429 27.7535
C 5.5439 15.9454 27.5383
C 5.4567 14.5542 26.9044
O 4.8193 16.0146 28.7635
H 7.4059 16.9599 26.9429
H 7.6653 15.4740 27.9055
H 7.0205 16.9588 28.6570
H 5.1229 16.7373 26.9181
H 4.4172 14.2354 26.9692
H 6.0677 13.8779 27.5070
H 5.9034 14.5897 25.9109
H 5.3313 15.5840 29.4553

Entry 2:
66
Properties=species:S:1:pos:R:3 method="wB97M-V/def2-TZVPD" total_energy_ev=-32615.6634 smiles=CC(C)O.CC(C)O.CO.CO.CO.CO.CO.CO.CO gap_ev=10.31 largest_force_ev_per_a=2.9
C -30.2786 -6.3006 27.3057
C -29.5253 -4.9932 27.7643
C -29.0228 -4.9263 29.2308
O -28.4022 -4.7636 27.0199
H -29.6750 -7.1714 27.5617
H -30.2900 -6.2810 26.2159
H -31.2953 -6.3798 27.6906
H -30.1088 -4.0824 27.6297
H -29.7578 -4.8962 30.0351
H -28.3507 -4.0997 29.4616
H -28.5951 -5.8776 29.5471
H -28.1245 -3.8676 27.2242
C -16.9809 -3.9118 25.1231
C -18.4999 -4.1077 25.0363
C -19.2905 -3.0660 25.7248
O -18.7556 -4.1678 23.6478
H -16.6412 -3.9974 26.1553
H -16.5542 -2.9656 24.7904
H -16.4932 -4.6460 24.4819
H -18.8407 -5.0726 25.4116
H -18.9220 -2.0618 25.5159
H -19.2096 -3.2088 26.8024
H -20.3410 -3.0004 25.4416
H -18.8505 -3.2618 23.3450
C -27.6278 1.6296 28.7083
O -26.9920 0.9582 27.6682
H -27.2220 1.2855 29.6596
H -27.4003 2.6947 28.7522
H -28.7157 1.5796 28.6621
H -26.8084 1.6183 26.9958
C -26.7316 -3.7927 20.2359
O -25.7227 -3.8118 21.2624
H -26.9007 -4.7368 19.7180
H -27.6625 -3.3991 20.6440
H -26.4586 -2.9226 19.6388
H -26.0133 -4.2618 22.0591
C -37.8328 -10.0683 24.0380
O -38.1221 -10.8034 25.2612
H -37.0141 -9.3757 24.2329
H -37.3630 -10.6327 23.2325
H -38.7097 -9.6284 23.5630
H -38.2630 -10.1043 25.9038
C -26.5057 -10.8779 22.1842
O -25.6497 -10.1044 23.0992
H -27.3555 -11.1714 22.8006
H -26.9285 -10.3284 21.3431
H -25.8748 -11.6979 21.8412
H -25.1130 -9.4907 22.5923
C -34.7591 -2.5242 23.0933
O -36.0631 -2.0619 23.1872
H -34.6596 -3.2442 22.2810
H -34.2636 -1.5672 22.9298
H -34.3370 -2.9633 23.9973
H -36.2338 -1.8807 22.2600
C -22.6778 -13.0585 26.5930
O -23.9624 -12.6757 27.1390
H -22.8805 -13.3383 25.5592
H -21.8010 -12.4121 26.6326
H -22.3794 -14.0007 27.0525
H -24.3501 -11.9729 26.6122
C -26.2851 -8.8412 36.7129
O -25.2364 -9.5098 37.3517
H -26.2836 -7.8413 37.1468
H -26.2690 -8.7908 35.6242
H -27.3077 -9.2025 36.8226
H -25.7045 -10.3468 37.3082

Entry 3:
66
Properties=species:S:1:pos:R:3 method="wB97M-V/def2-TZVPD" total_energy_ev=-32618.3484 smiles=CCO.CCO.CCO.CCO.CO.CO.CO.CO.CO gap_ev=10.07 largest_force_ev_per_a=1.0
C -3.6843 -2.7619 -1.1413
C -4.1864 -4.1273 -1.6211
O -5.5816 -4.2473 -1.3916
H -4.2810 -1.9537 -1.5598
H -2.6463 -2.5991 -1.4517
H -3.6653 -2.7331 -0.0494
H -3.6540 -4.9047 -1.0659
H -4.0110 -4.2414 -2.6864
H -5.7546 -3.9304 -0.4995
C 0.1893 -0.8714 -0.9657
C 0.4959 -0.3707 0.4239
O 0.3207 1.0475 0.4341
H 0.7323 -0.3036 -1.7202
H -0.8814 -0.7773 -1.1371
H 0.5200 -1.9123 -1.0230
H 1.5017 -0.5994 0.7924
H -0.1622 -0.8678 1.1493
H 1.1150 1.4685 0.7789
C 3.5122 -3.3577 -0.2234
C 4.6301 -4.3092 0.0956
O 4.4743 -4.7050 1.4646
H 2.5600 -3.8763 -0.1200
H 3.5809 -2.9475 -1.2340
H 3.5545 -2.4883 0.4328
H 5.6152 -3.8446 -0.0313
H 4.6326 -5.1863 -0.5602
H 5.3147 -5.0604 1.7614
C -0.2833 1.2103 3.9031
C 0.0900 2.6828 3.8445
O 0.8630 3.1086 4.9659
H -0.8069 1.0112 4.8356
H 0.5627 0.5408 3.7350
H -0.9497 1.0542 3.0543
H -0.8310 3.2627 3.8917
H 0.5975 2.8684 2.8932
H 1.6690 2.5850 4.9771
C 0.8249 2.7980 -2.9476
O 0.2740 3.7910 -3.8002
H 1.2518 1.9979 -3.5491
H 1.6510 3.1818 -2.3385
H 0.0286 2.4130 -2.3072
H 0.1661 4.6116 -3.3106
C -0.7867 -3.0793 -4.0964
O -1.2401 -4.4194 -3.8446
H 0.2842 -3.0066 -4.2725
H -1.3670 -2.6653 -4.9224
H -1.0530 -2.5365 -3.1921
H -0.7301 -5.0605 -4.3442
C 3.2729 3.7711 1.0723
O 2.7586 2.4830 1.4342
H 3.3559 3.7853 -0.0112
H 2.6246 4.5520 1.4661
H 4.2840 3.9214 1.4571
H 3.1390 2.2009 2.2689
C -3.1453 1.2198 1.6911
O -4.4539 0.8488 1.2750
H -2.9947 2.2880 1.5083
H -3.1076 1.0615 2.7661
H -2.3766 0.6183 1.2017
H -4.5264 0.9844 0.3267
C -0.6544 4.0543 0.3638
O -0.6432 5.3158 -0.3133
H 0.3164 3.5870 0.2080
H -0.9997 4.1294 1.3950
H -1.3890 3.4465 -0.1637
H 0.0834 5.8437 0.0274

Entry 4:
69
Properties=species:S:1:pos:R:3 method="wB97M-V/def2-TZVPD" total_energy_ev=-36171.4572 smiles=CC1(C)CCCC(C)(C)N1O.CO.CO.CO.CO.O.O.O.O.O gap_ev=8.36 largest_force_ev_per_a=4.8
C -3.1310 -0.1434 0.4997
C -2.6697 1.3116 0.7442
C -1.6717 1.6184 -0.4472
C -3.8687 2.3383 0.6383
C -4.8134 2.3301 1.8115
C -3.9763 2.5801 3.0925
C -2.7500 1.7363 3.3530
C -1.8425 2.3749 4.4735
C -3.2571 0.3708 3.8404
N -1.9734 1.5589 2.0468
O -0.8501 0.8376 2.0881
H -3.6107 -0.1829 -0.4793
H -2.2627 -0.7575 0.2528
H -3.7427 -0.5980 1.2777
H -0.8525 0.9201 -0.6255
H -2.0491 1.6666 -1.4702
H -1.2133 2.5887 -0.2521
H -3.5225 3.3699 0.5573
H -4.4102 2.1628 -0.2927
H -5.4989 3.1152 1.4936
H -5.2607 1.3446 1.9479
H -4.7471 2.5200 3.8623
H -3.6787 3.6300 3.0562
H -0.9975 1.7164 4.6706
H -2.5075 2.5174 5.3252
H -1.4658 3.3592 4.1959
H -3.5728 0.3504 4.8845
H -2.4996 -0.4160 3.8436
H -4.0894 -0.0132 3.2508
H -1.2609 -0.0364 2.0598
C -0.7029 -2.8849 -1.3471
O -0.1058 -1.6604 -1.8189
H -1.5777 -2.6857 -0.7304
H -0.9941 -3.5276 -2.1789
H 0.1902 -3.3411 -0.9197
H -0.1151 -1.5992 -2.7828
C 3.0807 -3.4718 -1.7822
O 4.2976 -4.1590 -1.5761
H 3.2781 -2.6239 -2.4371
H 2.4946 -4.1406 -2.4161
H 2.7194 -3.2405 -0.7809
H 4.2028 -4.6658 -0.7666
C 5.0872 -0.3632 -2.1669
O 5.4279 0.9259 -2.5128
H 4.1190 -0.5809 -2.6194
H 5.7835 -1.0844 -2.6027
H 5.0854 -0.5550 -1.0947
H 5.0260 1.1603 -3.3512
C 0.4568 -0.6521 -4.8327
O -0.3603 -1.7721 -4.5111
H -0.0865 0.1567 -5.3209
H 0.8354 -0.1975 -3.9157
H 1.2862 -1.0442 -5.4203
H -0.0006 -2.5628 -4.9184
O 1.9874 -0.1858 -1.1412
H 1.2262 -0.5979 -1.5686
H 2.0794 -0.6560 -0.3090
O 4.4957 1.8510 0.0124
H 4.9176 1.8441 -0.8510
H 3.5525 1.9025 -0.1777
O 2.1944 2.4998 -1.0678
H 1.6663 2.9255 -1.7450
H 1.7916 1.6293 -0.9532
O 4.0739 -1.9981 1.6020
H 3.4304 -2.2042 2.2816
H 3.9115 -2.6443 0.9134
O 1.3665 -1.3669 1.7556
H 0.4387 -1.6084 1.7221
H 1.4865 -0.9919 2.6307

Entry 5:
73
Properties=species:S:1:pos:R:3 method="wB97M-V/def2-TZVPD" total_energy_ev=-40657.3753 smiles="NC(N)=O.NC(N)=O.CCO.CCO.CCO.CO.CO.CO.CO.CO" gap_ev=9.45 largest_force_ev_per_a=8.9
N -0.1349 -2.3070 2.2963
C -1.3335 -1.9668 1.8538
N -1.5310 -2.6150 0.7404
O -2.1985 -0.9261 2.3106
H 0.0744 -1.8992 3.1794
H 0.6088 -2.6537 1.6513
H -2.4017 -2.5567 0.1648
H -0.8510 -3.3180 0.4768
N 2.8443 1.4726 -0.3208
C 2.8486 0.6986 -1.3247
N 3.2732 1.2426 -2.3970
O 2.4162 -0.5956 -1.2581
H 2.3888 0.9778 0.4523
H 2.8553 2.5226 -0.3819
H 3.2538 0.7978 -3.2706
H 3.6090 2.2270 -2.3526
C -0.7190 -2.0221 -2.1927
C -0.7607 -3.4072 -2.8093
O -1.6460 -4.3676 -2.1274
H -0.1644 -2.1207 -1.2500
H -1.6990 -1.6138 -1.9232
H -0.0552 -1.3970 -2.8330
H 0.2688 -3.7618 -2.7634
H -1.0907 -3.2640 -3.8592
H -1.3828 -4.5223 -1.1803
C -0.7118 0.9531 -0.1981
C -0.1835 1.7621 1.1193
O 0.7920 0.9182 1.6752
H 0.0713 0.8435 -0.9691
H -1.5868 1.4079 -0.6914
H -0.9796 -0.0877 0.0071
H -0.9185 1.9225 1.8746
H 0.3246 2.6984 0.8555
H 0.3479 0.1094 1.8514
C -3.5331 0.5377 -2.9042
C -4.4340 -0.4396 -3.7107
O -3.8658 -1.7305 -3.5341
H -2.5205 0.3828 -3.1338
H -3.5274 0.3069 -1.8233
H -3.9124 1.5260 -3.1380
H -4.4408 -0.1093 -4.7673
H -5.3677 -0.4976 -3.1959
H -3.2984 -1.9854 -4.2118
C 3.7288 3.0536 3.2333
O 3.0190 3.3400 2.0402
H 3.0733 2.3625 3.8514
H 4.2067 3.8442 3.7752
H 4.6226 2.4697 2.9646
H 2.6812 2.4936 1.7457
C 0.3657 3.1671 -2.7159
O 0.8347 4.4294 -2.5430
H 1.1230 2.3838 -2.6874
H -0.0351 3.0565 -3.6815
H -0.4069 2.9513 -2.0454
H 1.1677 4.6938 -3.4021
C 0.7802 0.4009 4.8225
O 1.1403 -0.9291 4.5061
H 1.4039 1.1641 4.4928
H 0.7883 0.3243 5.9425
H -0.2040 0.6258 4.4148
H 2.0125 -0.8691 4.1867
C 3.8479 -0.4738 2.3935
O 4.0673 -0.2732 3.7624
H 2.9519 -0.9604 2.1464
H 4.6499 -1.0501 1.8938
H 3.8364 0.4940 1.9331
H 4.4866 -1.1089 3.9844
C -4.2300 -1.2974 0.1109
O -4.0480 -2.4219 -0.7816
H -3.9628 -1.5595 1.1702
H -5.1898 -0.8751 0.1184
H -3.5454 -0.4489 0.0660
H -3.8942 -2.1300 -1.6854

Entry 6:
95
Properties=species:S:1:pos:R:3 method="wB97M-V/def2-TZVPD" total_energy_ev=-75836.7227 charge=+1 gap_ev=2.59 largest_force_ev_per_a=12.4
O 6.6607 -1.6703 2.6464
H 5.9941 -1.0810 2.2859
H 7.1475 -2.2006 2.0112
H 7.1848 -1.2073 3.3042
O 4.4534 5.4103 4.2098
H 4.2482 4.8107 3.4886
H 3.7768 5.4003 4.8907
H 4.5617 6.3183 3.9177
C 0.8631 0.7833 -0.2306
O -0.2854 0.4436 0.5919
O 1.8310 1.1885 0.7312
C 1.2040 -0.2092 -1.3760
F 1.1476 -1.4343 -0.8790
F 0.4753 -0.2008 -2.5222
F 2.4801 0.0043 -1.8008
C -1.6037 0.5285 -0.0708
C -2.6373 0.6955 1.0071
H -2.8264 1.6856 1.4219
H -3.6088 0.2619 0.7699
H -2.3407 0.1327 1.8922
H -1.7170 -0.4168 -0.6016
H -1.8040 1.4521 -0.6138
H 0.6060 1.7144 -0.7357
C 8.2544 -5.7349 -2.5765
O 8.2642 -5.2094 -1.4956
N 7.3393 -5.8698 -3.5205
N 9.2687 -6.4440 -2.8320
H 6.5353 -5.2585 -3.5110
H 7.6871 -6.4526 -4.2685
H 9.2886 -6.8316 -3.7645
H 9.9051 -6.6422 -2.0732
C -9.3103 5.5878 -0.0455
O -8.3553 5.7158 0.7640
N -9.8998 6.7007 -0.5456
N -9.8939 4.5076 -0.4360
H -9.4603 7.5254 -0.1626
H -10.5276 6.5078 -1.3129
H -9.5301 3.6649 -0.0147
H -10.7864 4.7029 -0.8667
C 2.7599 -8.6484 0.2072
O 2.0214 -8.7603 -0.7881
N 3.5060 -9.5105 0.6198
N 2.9496 -7.5954 0.8963
H 4.1848 -9.0484 1.2078
H 3.9122 -10.2408 0.0524
H 2.3352 -6.8573 0.5836
H 3.6275 -7.4999 1.6388
C 1.3656 -2.9835 5.5210
O 1.5151 -3.8415 6.3788
N 2.0889 -1.8816 5.4915
N 0.5262 -3.1430 4.5639
H 1.9950 -1.2355 4.7208
H 2.8251 -1.7201 6.1638
H 0.5481 -2.4419 3.8372
H -0.1517 -3.8913 4.5877
C -8.2268 0.7473 8.3820
O -7.6473 1.7990 8.5359
N -7.9726 -0.0162 7.3840
N -9.1057 0.2671 9.1367
H -8.6536 -0.7085 7.1066
H -7.5063 0.6083 6.7415
H -9.4642 0.7805 9.9292
H -9.5931 -0.5449 8.7856
C -1.2182 7.6452 -0.6171
O -0.2203 7.5219 -1.2001
N -1.5282 6.8347 0.3551
N -2.0593 8.6109 -0.8164
H -2.4059 6.9047 0.8498
H -1.1179 5.9232 0.4996
H -1.8803 9.2894 -1.5427
H -2.7171 8.8088 -0.0759
C 8.3576 -1.4103 -8.3655
O 8.9367 -2.3710 -8.8640
N 7.0515 -1.3630 -8.3314
N 8.9194 -0.3891 -7.8064
H 6.4744 -2.0929 -8.7243
H 6.6249 -0.4960 -8.0374
H 9.8969 -0.1464 -7.7307
H 8.2777 0.3756 -7.6526
C -10.3640 -3.3871 0.4525
O -10.5122 -2.2762 0.9044
N -9.3397 -4.1037 0.6748
N -11.1780 -3.9067 -0.3823
H -9.0105 -4.8044 0.0262
H -8.6568 -3.6618 1.2735
H -10.8843 -4.7709 -0.8148
H -12.0884 -3.5240 -0.5940
C 5.0793 5.1493 -5.6750
O 5.8472 4.4436 -6.2399
N 4.7969 5.1098 -4.4226
N 4.5809 6.2540 -6.0416
H 4.1409 5.8095 -4.1061
H 5.3519 4.5090 -3.8300
H 4.6182 6.4293 -7.0355
H 3.7971 6.5720 -5.4896